Below is a structure of composition C36H35GeIN4O5Se2Ti, with properties calculated with ωB97M-V/def2-TZVPD.

Results
HOMO level (spin up / spin down): -0.264 / -0.261 eV
energy relative to the best compared isomer or geometry (same formula, charge and spin): 72.9 kcal per mole
Kohn-Sham gap (spin up / spin down): 3.937 / 3.934 eV
net charge: -2

```
85
C36H35GeIN4O5Se2Ti ωB97M-V/def2-TZVPD
Ti -2.391 1.808 0.253
N -0.599 2.107 -1.108
C -0.970 2.826 -2.327
C -1.834 3.980 -1.868
O -1.729 5.090 -2.391
N -2.592 3.634 -0.816
C -3.011 4.717 0.034
C -2.396 4.476 1.405
O -2.364 5.344 2.251
O -1.956 3.240 1.571
H -0.060 2.710 -0.490
H -0.032 1.272 -1.245
H -1.538 2.162 -2.979
H -0.118 3.220 -2.882
H -4.097 4.755 0.158
H -2.688 5.684 -0.349
Se -6.429 0.902 -0.748
Se -4.659 2.020 -2.882
C -3.530 0.619 -2.633
C -3.409 -0.345 -3.687
C -2.655 -1.462 -3.544
C -1.980 -1.677 -2.315
C -2.098 -0.730 -1.348
N -2.826 0.418 -1.458
C -6.179 2.206 0.563
C -7.329 2.857 1.077
C -7.235 3.665 2.177
C -5.989 3.827 2.788
C -4.903 3.216 2.206
N -4.957 2.459 1.092
H -3.960 -0.150 -4.595
H -2.579 -2.181 -4.352
H -1.382 -2.560 -2.136
H -1.594 -0.865 -0.402
H -8.276 2.673 0.591
H -8.118 4.154 2.576
H -5.852 4.427 3.677
H -3.929 3.332 2.654
I -3.016 0.391 3.598
C -3.325 0.198 1.450
H -2.889 -0.782 1.259
H -4.404 0.111 1.368
O 1.041 -0.064 0.017
C 0.261 -0.014 0.985
O -0.688 0.815 1.126
C 0.459 -1.025 2.099
C 1.138 -2.307 1.622
Ge 2.720 -1.994 0.484
C 3.743 -3.695 0.821
C 4.683 -3.835 1.842
C 5.308 -5.050 2.098
C 5.000 -6.165 1.332
C 4.068 -6.052 0.309
C 3.455 -4.831 0.061
C 3.859 -0.587 1.225
C 4.468 0.355 0.397
C 5.255 1.369 0.925
C 5.444 1.463 2.297
C 4.838 0.540 3.137
C 4.054 -0.474 2.601
C 2.794 -1.983 -1.477
C 1.723 -1.673 -2.308
C 1.860 -1.688 -3.691
C 3.085 -1.993 -4.266
C 4.169 -2.294 -3.452
C 4.018 -2.300 -2.072
H -0.507 -1.198 2.574
H 1.085 -0.528 2.848
H 0.434 -2.936 1.070
H 1.492 -2.905 2.464
H 4.951 -2.975 2.446
H 6.039 -5.125 2.895
H 5.484 -7.115 1.528
H 3.822 -6.914 -0.299
H 2.742 -4.760 -0.755
H 4.305 0.309 -0.674
H 5.708 2.099 0.265
H 6.048 2.262 2.711
H 4.963 0.617 4.211
H 3.574 -1.176 3.275
H 0.777 -1.396 -1.874
H 1.007 -1.445 -4.313
H 3.197 -1.992 -5.344
H 5.132 -2.529 -3.891
H 4.868 -2.557 -1.448
```

These are the Löwdin partial charges, in e, on atoms 1 to 5: atom 1 (Ti): 1.1218, atom 2 (N): -0.0116, atom 3 (C): -0.1393, atom 4 (C): -0.5724, atom 5 (O): 0.0015

=====

Below is a structure of composition C32H49BiClNO4P, with properties calculated with ωB97M-V/def2-TZVPD.

Results
HOMO level: -2.497 eV
energy relative to the best compared isomer or geometry (same formula, charge and spin): 13.7 kcal per mole
Kohn-Sham gap: 3.845 eV
net charge: -1

```
89
C32H49BiClNO4P ωB97M-V/def2-TZVPD
Bi -0.112 -0.196 0.504
P -0.588 -1.835 -1.730
Cl -0.809 -2.086 2.061
C 1.923 -0.778 0.250
H 2.614 -0.290 -0.440
H 2.257 -1.618 0.863
C -2.414 -1.950 -1.335
C 0.326 -3.327 -1.100
C -3.209 -2.739 -2.380
H -2.441 -2.515 -0.382
C -4.652 -2.928 -1.888
H -3.201 -2.198 -3.340
H -2.747 -3.722 -2.564
C -5.335 -1.590 -1.575
H -5.227 -3.484 -2.637
H -4.632 -3.541 -0.976
C -4.513 -0.751 -0.593
H -5.466 -1.027 -2.509
H -6.340 -1.766 -1.175
C -3.066 -0.569 -1.075
H -4.986 0.228 -0.452
H -4.501 -1.248 0.389
H -3.049 0.020 -2.007
H -2.533 0.030 -0.312
C -0.190 -1.552 -3.492
C 1.779 -3.359 -1.607
H 0.378 -3.141 -0.011
C 2.539 -4.507 -0.932
H 1.810 -3.473 -2.702
H 2.266 -2.408 -1.355
C 1.819 -5.846 -1.104
H 3.551 -4.572 -1.347
H 2.637 -4.282 0.140
C 0.367 -5.780 -0.615
H 1.829 -6.126 -2.166
H 2.357 -6.637 -0.568
C -0.421 -4.650 -1.290
H -0.133 -6.736 -0.804
H 0.357 -5.612 0.472
H -0.544 -4.861 -2.363
H -1.430 -4.591 -0.853
C -0.946 -0.363 -4.103
H 0.885 -1.280 -3.482
C -0.435 -0.083 -5.521
H -2.028 -0.571 -4.119
H -0.794 0.535 -3.493
C -0.523 -1.333 -6.406
H -1.016 0.733 -5.966
H 0.613 0.250 -5.462
C 0.178 -2.537 -5.763
H -1.581 -1.581 -6.573
H -0.090 -1.131 -7.393
C -0.347 -2.812 -4.347
H 0.042 -3.432 -6.381
H 1.260 -2.337 -5.707
H -1.410 -3.103 -4.379
H 0.204 -3.655 -3.909
C -0.212 2.184 -1.693
C 1.039 1.691 -1.890
H -1.098 1.664 -2.077
C 2.282 2.342 -1.390
H 1.183 0.748 -2.432
C 1.978 3.365 -0.288
H 2.958 1.563 -1.023
H 2.819 2.881 -2.190
C 0.804 4.250 -0.681
H 1.728 2.808 0.627
H 2.863 3.978 -0.079
C -0.484 3.447 -0.949
H 0.616 5.017 0.079
H 1.079 4.777 -1.605
H -1.006 3.202 -0.004
H -1.170 4.098 -1.513
O -1.598 1.971 2.185
C -0.408 2.028 2.518
O 0.619 1.554 1.827
C 0.092 2.612 3.794
C 1.462 2.426 4.087
C 2.036 3.017 5.199
C 1.233 3.788 6.057
C -0.133 3.970 5.782
C -0.715 3.388 4.661
N 1.823 4.337 7.227
O 3.037 4.111 7.427
O 1.115 5.007 8.007
H 2.093 1.844 3.416
H 3.090 2.887 5.399
H -0.707 4.587 6.471
H -1.768 3.534 4.429
```

These are the Löwdin partial charges, in e, on atoms 1 to 5: atom 1 (Bi): 1.3185, atom 2 (P): 0.9683, atom 3 (Cl): -0.1747, atom 4 (C): -0.4829, atom 5 (H): -0.1102

=====

Below is a cluster of 3 separate species, C20H45B2N3O9P2 in total, with properties calculated with ωB97M-V/def2-TZVPD.

Results
HOMO level: -8.799 eV
SMILES string: NCCCB(B(N)O)c1ccccn1.CCOP(=O)(OCC)OCC.CCOP(=O)(OCC)OCC
Kohn-Sham gap: 6.990 eV

```
81
C20H45B2N3O9P2 ωB97M-V/def2-TZVPD
N 1.365 -1.765 -0.098
C 1.231 -1.210 -1.468
C 0.806 0.340 -1.546
C -0.175 0.839 -0.376
B -1.753 0.863 -0.778
B -2.462 2.382 -0.920
N -3.025 2.936 0.372
O -2.577 3.110 -2.161
C -2.617 -0.520 -0.991
C -4.124 -0.524 -1.298
C -5.013 -1.789 -1.512
C -4.179 -3.112 -1.328
C -2.692 -2.923 -0.984
N -1.913 -1.753 -0.836
H 0.439 -2.014 0.295
H 1.883 -1.147 0.537
H 0.540 -1.837 -2.120
H 2.282 -1.281 -1.949
H 0.430 0.591 -2.610
H 1.783 0.949 -1.433
H -0.083 0.263 0.609
H 0.141 1.926 -0.128
H -3.170 3.952 0.306
H -3.873 2.428 0.651
H -2.460 2.530 -2.940
H -4.643 0.499 -1.379
H -6.125 -1.769 -1.734
H -4.671 -4.141 -1.426
H -2.115 -3.909 -0.819
O -2.863 5.654 3.300
P -2.737 5.903 4.809
O -1.263 6.667 4.720
C -1.180 7.873 3.969
C -1.760 9.045 4.738
O -2.249 4.354 5.161
C -2.846 3.257 4.474
C -1.890 2.732 3.416
O -2.752 6.195 6.493
C -1.642 5.860 7.328
C -0.873 7.102 7.739
H -1.682 7.764 3.005
H -0.122 8.056 3.762
H -2.786 8.840 5.057
H -1.759 9.947 4.121
H -1.176 9.246 5.638
H -3.806 3.540 4.035
H -3.046 2.472 5.209
H -1.533 3.526 2.759
H -2.369 1.962 2.808
H -1.004 2.300 3.892
H -0.965 5.139 6.870
H -2.062 5.389 8.223
H -0.235 7.452 6.924
H -0.222 6.886 8.589
H -1.549 7.921 7.999
O 1.851 -5.265 -5.393
P 3.152 -4.957 -4.641
O 3.749 -6.506 -4.714
C 3.992 -7.068 -5.999
C 5.274 -6.528 -6.605
O 2.447 -4.979 -3.136
C 1.148 -4.418 -2.960
C 0.120 -5.533 -2.855
O 4.596 -4.470 -3.867
C 5.117 -5.165 -2.733
C 6.325 -6.003 -3.114
H 3.148 -6.885 -6.668
H 4.073 -8.151 -5.872
H 5.266 -5.434 -6.639
H 5.408 -6.908 -7.621
H 6.140 -6.825 -6.011
H 0.903 -3.725 -3.768
H 1.157 -3.842 -2.032
H 0.192 -6.233 -3.689
H -0.894 -5.124 -2.827
H 0.287 -6.114 -1.944
H 4.375 -5.789 -2.236
H 5.428 -4.397 -2.018
H 6.017 -6.923 -3.615
H 6.886 -6.293 -2.222
H 6.984 -5.462 -3.797
```

These are the Löwdin partial charges, in e, on atoms 1 to 5: atom 1 (N): -0.0317, atom 2 (C): -0.3018, atom 3 (C): -0.1869, atom 4 (C): -0.1556, atom 5 (B): -0.1297

=====

Below is the molecule C20H27ClN4O2, with properties calculated with ωB97M-V/def2-TZVPD.

Results
HOMO level: -8.511 eV
SMILES string: CCCCN(C)CCNC(=O)CCn1nc(-c2ccc(Cl)cc2)ccc1=O
energy relative to the best compared isomer or geometry (same formula, charge and spin): 2.0 kcal per mole
Kohn-Sham gap: 8.624 eV

```
54
C20H27ClN4O2 ωB97M-V/def2-TZVPD
C -4.639 -3.103 0.553
H -3.969 -2.652 1.279
C -3.938 -3.331 -0.781
C -2.770 -4.313 -0.689
H -3.108 -5.237 -0.215
H -2.445 -4.569 -1.699
C -1.583 -3.777 0.115
N -1.154 -2.455 -0.322
C -0.482 -2.496 -1.604
H 0.459 -3.067 -1.572
H -0.261 -1.477 -1.919
H -1.137 -2.949 -2.344
C -0.348 -1.777 0.685
C -1.245 -1.140 1.751
N -2.238 -0.319 1.100
C -2.250 1.025 1.199
O -1.585 1.643 2.005
C -3.164 1.708 0.187
H -4.067 1.124 0.011
H -3.433 2.693 0.570
C -2.386 1.884 -1.126
N -1.103 2.493 -0.841
N -0.098 1.651 -0.727
C 1.053 2.066 -0.279
C 1.244 3.426 0.102
C 0.222 4.296 -0.049
C -1.066 3.853 -0.540
O -2.052 4.546 -0.705
H 0.302 5.338 0.219
H 2.203 3.744 0.483
C 2.123 1.067 -0.181
C 2.249 0.084 -1.162
C 3.230 -0.883 -1.072
C 4.096 -0.873 0.011
C 3.989 0.097 0.995
C 3.006 1.064 0.895
H 2.908 1.804 1.674
H 4.667 0.091 1.834
Cl 5.322 -2.084 0.134
H 3.327 -1.640 -1.835
H 1.574 0.097 -2.004
H -2.188 0.922 -1.601
H -2.937 2.544 -1.801
H -2.686 -0.773 0.317
H -0.657 -0.496 2.407
H -1.743 -1.901 2.360
H 0.201 -0.972 0.191
H 0.384 -2.448 1.161
H -0.753 -4.503 0.053
H -1.876 -3.704 1.163
H -3.567 -2.382 -1.172
H -4.664 -3.723 -1.497
H -5.493 -2.442 0.423
H -5.000 -4.047 0.957
```

These are the Löwdin partial charges, in e, on atoms 1 to 5: atom 1 (C): -0.1036, atom 2 (H): 0.0512, atom 3 (C): -0.2637, atom 4 (C): -0.1980, atom 5 (H): 0.1121

=====

Below is a structure of composition C8H16Cl2N2STl, with properties calculated with ωB97M-V/def2-TZVPD.

Results
HOMO level: -3.904 eV
energy relative to the best compared isomer or geometry (same formula, charge and spin): 1.5 kcal per mole
Kohn-Sham gap: 6.540 eV
net charge: -1

```
30
C8H16Cl2N2STl ωB97M-V/def2-TZVPD
Tl 2.993 -0.102 -0.489
Cl 1.233 -2.216 -0.102
Cl 2.287 1.628 1.386
C 4.950 0.054 -0.862
H 5.344 1.106 -1.011
H 4.904 -0.062 -1.988
C -0.854 1.328 -1.568
C 0.070 0.432 -1.703
H -0.684 2.348 -1.145
C 0.068 -0.764 -2.638
H 1.108 0.777 -1.646
C -1.094 -0.634 -3.646
H 1.039 -0.733 -3.194
H 0.004 -1.681 -2.023
C -2.399 -0.193 -2.952
H -0.807 0.090 -4.437
H -1.204 -1.631 -4.093
C -2.258 0.990 -1.961
H -3.154 0.024 -3.728
H -2.743 -1.037 -2.339
H -2.819 1.857 -2.333
H -2.757 0.721 -1.016
N -0.229 0.871 3.243
C -0.528 -0.243 2.510
N -0.858 -1.340 3.271
S -0.568 -0.315 0.820
H -0.093 0.758 4.244
H 0.401 1.538 2.766
H -0.774 -2.210 2.738
H -0.573 -1.360 4.248
```

These are the Löwdin partial charges, in e, on atoms 1 to 5: atom 1 (Tl): 0.5700, atom 2 (Cl): -0.1681, atom 3 (Cl): -0.2003, atom 4 (C): -0.4139, atom 5 (H): -0.0866

=====

Below is a structure of composition C2H3CuO, with properties calculated with ωB97M-V/def2-TZVPD.

Results
HOMO level (spin up / spin down): -14.131 / -14.549 eV
⟨S²⟩: 0.76
energy relative to the best compared isomer or geometry (same formula, charge and spin): 118.7 kcal per mole
Kohn-Sham gap (spin up / spin down): 7.902 / 8.158 eV
2S+1: 2
net charge: +1

```
7
C2H3CuO ωB97M-V/def2-TZVPD
O -0.500 0.615 0.153
C 0.150 1.666 -0.376
Cu 2.034 0.464 0.214
H -1.477 0.617 0.176
C 0.207 -0.790 -0.012
H -0.161 -1.206 -0.960
H -0.254 -1.365 0.804
```

These are the Löwdin partial charges, in e, on atoms 1 to 5: atom 1 (O): -0.2061, atom 2 (C): 0.2866, atom 3 (Cu): 0.6254, atom 4 (H): 0.1907, atom 5 (C): -0.0125

=====

Below is a cluster of 2 separate species, C12H16N2 in total, with properties calculated with ωB97M-V/def2-TZVPD.

Results
HOMO level: -8.464 eV
SMILES string: CCc1c[nH]cn1.Cc1ccccc1
energy relative to the best compared isomer or geometry (same formula, charge and spin): 20.1 kcal per mole
Kohn-Sham gap: 9.277 eV

```
30
C12H16N2 ωB97M-V/def2-TZVPD
C -3.964 0.089 3.364
C -0.897 0.235 1.198
C -0.988 -0.960 0.492
C -1.851 0.643 2.097
C -3.035 -0.100 2.227
C -2.202 -1.626 0.530
C -3.247 -1.135 1.326
H -0.051 0.893 1.046
H -0.150 -1.240 -0.132
H -1.693 1.617 2.548
H -2.293 -2.518 -0.079
H -4.938 -0.376 3.186
H -4.185 1.150 3.531
H -4.098 -1.809 1.357
H -3.619 -0.367 4.292
C 0.963 1.500 -1.605
C 1.585 2.620 -2.417
C 1.916 0.393 -1.441
C 1.841 -0.904 -1.970
C 3.793 -0.560 -0.937
N 3.116 0.569 -0.868
N 3.042 -1.452 -1.656
H 0.670 1.775 -0.580
H -0.033 1.175 -1.928
H 2.393 3.111 -1.870
H 0.985 -1.311 -2.479
H 4.814 -0.790 -0.696
H 3.409 -2.390 -1.761
H 0.794 3.368 -2.558
H 2.018 2.282 -3.357
```

These are the Löwdin partial charges, in e, on atoms 1 to 5: atom 1 (C): -0.0649, atom 2 (C): -0.0990, atom 3 (C): -0.0853, atom 4 (C): -0.0470, atom 5 (C): -0.2899

=====

Below is a cluster of 3 separate species, C2H3FSi in total, with properties calculated with ωB97M-V/def2-TZVPD.

Results
HOMO level (spin up / spin down): -7.211 / -10.980 eV
⟨S²⟩: 2.01
energy relative to the best compared isomer or geometry (same formula, charge and spin): 0.0 kcal per mole
Kohn-Sham gap (spin up / spin down): 7.680 / 7.835 eV
2S+1: 3

```
7
C2H3FSi ωB97M-V/def2-TZVPD
C -0.894 2.099 -0.211
C 0.083 1.386 -0.257
F 2.806 1.063 -0.082
Si 1.436 0.106 -0.262
H -1.779 2.615 -0.399
H -1.209 -3.793 0.513
H -0.443 -3.476 0.697
```

These are the Löwdin partial charges, in e, on atoms 1 to 5: atom 1 (C): 0.0108, atom 2 (C): -0.3589, atom 3 (F): -0.3516, atom 4 (Si): 0.6833, atom 5 (H): 0.0082

=====

Below is a structure of composition C35H33ClHoN6O3S, with properties calculated with ωB97M-V/def2-TZVPD.

Results
HOMO level (spin up / spin down): -3.181 / -3.186 eV
⟨S²⟩: 6.00
energy relative to the best compared isomer or geometry (same formula, charge and spin): 0.0 kcal per mole
Kohn-Sham gap (spin up / spin down): 5.333 / 5.339 eV
2S+1: 5
net charge: -1

```
80
C35H33ClHoN6O3S ωB97M-V/def2-TZVPD
Ho 9.786 10.721 13.451
C 10.253 6.368 12.688
C 10.051 7.835 12.761
N 10.628 8.571 13.725
N 11.467 8.031 14.603
C 11.667 8.797 15.701
N 12.569 8.345 16.586
S 10.814 10.253 16.075
C 9.172 8.648 11.820
C 8.600 7.796 10.723
C 7.276 7.917 10.379
C 6.403 8.728 11.123
C 6.902 9.358 12.289
N 8.160 9.262 12.690
H 10.494 6.029 13.700
H 11.111 6.102 12.052
H 9.368 5.890 12.274
H 13.209 7.625 16.294
H 12.948 9.012 17.245
H 9.263 7.161 10.141
H 6.935 7.356 9.515
H 5.369 8.849 10.853
H 6.217 9.935 12.915
O 10.683 12.940 13.858
C 9.795 14.088 13.912
C 8.345 13.534 13.992
O 7.399 14.319 14.058
O 8.265 12.192 13.986
C 9.917 14.869 12.618
C 10.639 14.371 11.536
C 10.667 15.068 10.334
C 9.960 16.254 10.190
C 9.209 16.737 11.273
C 9.188 16.057 12.485
C 10.124 14.824 15.175
C 9.777 14.235 16.399
C 10.194 14.786 17.596
C 11.000 15.933 17.607
C 11.353 16.523 16.388
C 10.928 15.968 15.179
H 11.626 13.163 13.915
H 11.205 13.450 11.625
H 11.253 14.672 9.516
H 9.984 16.798 9.253
H 8.659 17.660 11.167
H 8.594 16.419 13.313
H 9.175 13.335 16.421
H 9.886 14.318 18.516
H 11.334 16.349 18.550
H 11.966 17.419 16.372
H 11.232 16.457 14.260
Cl 15.323 11.380 16.240
C 14.512 10.931 14.803
C 15.126 10.098 13.853
C 14.419 9.797 12.684
C 13.146 10.355 12.500
N 12.539 11.120 13.422
C 13.214 11.424 14.542
H 16.106 9.706 14.073
H 14.837 9.164 11.914
H 12.619 10.152 11.574
H 12.752 12.031 15.312
C 8.460 12.032 10.422
C 9.282 11.222 9.491
C 9.301 11.534 8.138
C 9.999 10.749 7.220
C 10.723 9.649 7.670
C 10.762 9.312 9.032
C 11.628 8.180 9.468
C 10.003 10.085 10.006
N 10.020 9.792 11.325
H 8.404 13.075 10.086
H 8.884 12.079 11.440
H 7.429 11.683 10.534
H 8.748 12.404 7.801
H 9.964 10.999 6.164
H 11.310 9.029 6.992
H 12.603 8.237 8.968
H 11.230 7.199 9.185
H 11.804 8.160 10.540
```

These are the Löwdin partial charges, in e, on atoms 1 to 5: atom 1 (Ho): 1.4389, atom 2 (C): -0.0307, atom 3 (C): -0.2232, atom 4 (N): -0.1665, atom 5 (N): -0.0307

=====

Computed maximum force (eV/Å) in order:
1.01 2.67 9.37 1.04 4.22 1.62 2.63 3.07 4.04